The following is a quantum chemistry calculation of a 4-piece molecular cluster, C14H37N4O3 overall, from OMol25.

The geometry in XYZ format:
```
58
C14H37N4O3 | OMol25 | ωB97M-V/def2-TZVPD
N 2.0605 2.8147 2.5084
C 1.7638 2.5607 1.0735
C 0.3824 1.9210 0.9337
C 0.2456 0.3804 1.0689
C 1.4007 -0.4043 1.6880
N 2.0052 -1.4058 0.7354
C 1.5764 -2.8034 0.9586
C 1.9655 -3.6413 -0.2401
C 1.2519 -3.1126 -1.4648
N 1.5634 -1.6673 -1.6148
C 2.1870 -1.0556 -0.5293
N 3.0499 -0.0353 -0.7522
H 2.9525 2.4092 2.7678
H 2.1853 3.8064 2.6704
H 2.5758 1.9411 0.6912
H 1.7455 3.5256 0.5627
H -0.0440 2.2080 -0.0340
H -0.2497 2.3985 1.6843
H -0.0504 -0.0554 0.1099
H -0.6280 0.2041 1.7015
H 2.1635 0.2221 2.1490
H 1.0398 -1.0429 2.4948
H 0.5115 -2.8659 1.1991
H 2.1381 -3.1515 1.8305
H 1.7142 -4.6891 -0.0724
H 3.0519 -3.5859 -0.3777
H 1.5378 -3.6439 -2.3717
H 0.1745 -3.2378 -1.3194
H 0.6987 -1.1657 -1.8174
H 3.9896 -0.1383 -0.4098
H 2.8141 0.7721 -1.3061
C -3.8946 -2.1696 1.3639
C -3.3672 -1.1200 0.4110
O -2.2209 -1.5957 -0.3165
H -3.1167 -2.4686 2.0695
H -4.7512 -1.7960 1.9228
H -4.2107 -3.0607 0.8177
H -3.0328 -0.2348 0.9521
H -4.1450 -0.8222 -0.2904
H -2.5030 -2.3676 -0.8175
C -8.0434 -0.1257 -1.8411
C -6.6258 -0.6181 -1.6295
O -6.5037 -1.4301 -0.4600
H -8.3811 0.4424 -0.9744
H -8.1078 0.5109 -2.7239
H -8.7278 -0.9659 -1.9774
H -5.9482 0.2228 -1.4804
H -6.2842 -1.1781 -2.5069
H -7.0891 -2.1856 -0.5728
C 4.7085 4.1818 -0.9612
C 6.1407 3.7177 -0.7817
O 6.2846 2.8607 0.3502
H 4.3650 4.6974 -0.0638
H 4.6122 4.8564 -1.8120
H 4.0445 3.3264 -1.1274
H 6.7980 4.5649 -0.5976
H 6.4964 3.2062 -1.6819
H 5.7300 2.0893 0.2111
```

* frontier orbital gap: 8.2 eV
* 2S+1: 1
* total charge: +1

---

The following is a quantum chemistry calculation of C33H44BIrN8O4S3 as an isolated structure, from OMol25.

The geometry in XYZ format:
```
94
C33H44BIrN8O4S3 | OMol25 | ωB97M-V/def2-TZVPD
Ir 2.4678 0.2993 1.4476
C 1.3489 4.4029 -1.5692
C 0.8093 3.0152 -1.6235
C 0.3880 2.4395 -2.7941
C -0.0203 1.0989 -2.8013
N -0.0174 0.3724 -1.6845
N 0.3746 0.8954 -0.5579
B 0.4305 0.0034 0.7302
N 0.0482 -1.5284 0.5110
N -1.1454 -1.8335 -0.0170
C -1.5249 -3.0948 -0.1066
C -0.7040 -4.1328 0.3805
C 0.5078 -3.8464 0.9275
C 1.4110 -4.9035 1.4715
C 0.8900 -2.4846 0.9598
S 2.4438 -2.1347 1.5844
C -2.8733 -3.4461 -0.7226
C -2.8589 -3.0326 -2.1971
C -3.9696 -2.6773 0.0171
C -3.1849 -4.9414 -0.6303
N -0.5371 0.6727 1.7919
N -1.6751 1.1155 1.2644
C -2.5023 1.8373 1.9938
C -2.2252 2.0733 3.3555
C -1.0515 1.6375 3.9092
C -0.6585 1.9506 5.3139
C -0.1598 0.9433 3.0557
S 1.4192 0.5391 3.6072
C -3.6970 2.4485 1.2828
C -4.5052 1.3249 0.6302
C -3.1718 3.3819 0.1786
C -4.5875 3.2359 2.2428
C 0.7900 2.1923 -0.4701
S 1.3465 2.7830 1.0199
C -0.5395 0.4303 -4.0516
C -2.0789 0.4197 -3.9036
C -0.1694 1.2062 -5.3183
C 0.0528 -0.9848 -4.1599
H 1.1751 4.9242 -2.5071
H 2.4272 4.3626 -1.3957
H 0.9102 4.9753 -0.7515
H 0.4085 3.0082 -3.7126
H -1.0372 -5.1582 0.3303
H 0.9497 -5.8838 1.3821
H 1.6382 -4.7104 2.5217
H 2.3618 -4.9112 0.9348
H -2.6409 -1.9732 -2.2777
H -3.8336 -3.2279 -2.6461
H -2.1093 -3.5954 -2.7567
H -3.7905 -1.6153 -0.0808
H -3.9898 -2.9407 1.0768
H -4.9454 -2.9127 -0.4083
H -2.4851 -5.5556 -1.1999
H -4.1744 -5.1036 -1.0564
H -3.2197 -5.2889 0.4042
H -2.9069 2.6553 3.9595
H -1.4625 2.4640 5.8351
H 0.2295 2.5867 5.3195
H -0.3983 1.0439 5.8623
H -3.8905 0.8565 -0.1308
H -5.4001 1.7322 0.1595
H -4.8133 0.5749 1.3608
H -2.5421 2.8321 -0.5232
H -2.5940 4.2069 0.6018
H -4.0169 3.8012 -0.3674
H -4.9869 2.5963 3.0322
H -5.4343 3.6370 1.6878
H -4.0573 4.0785 2.6909
H -2.4771 1.4236 -4.0627
H -2.3847 0.0890 -2.9104
H -2.5184 -0.2427 -4.6491
H -0.6680 2.1753 -5.3704
H -0.4899 0.6304 -6.1854
H 0.9099 1.3514 -5.3965
H -0.0381 -1.5304 -3.2251
H 1.1124 -0.9202 -4.4145
H -0.4563 -1.5345 -4.9504
C 5.3143 -0.8849 3.8251
C 5.5451 -0.4091 2.4402
N 4.6323 0.1063 1.6250
C 5.2521 0.3895 0.4285
C 6.5690 0.0502 0.5262
N 6.7221 -0.4404 1.7977
C 7.7494 0.0685 -0.3944
O 7.5918 0.6470 -1.5545
O 8.7658 -0.4444 -0.0067
C 4.4475 0.9393 -0.6897
O 4.9693 1.3048 -1.7296
O 3.1702 0.9953 -0.4497
H 4.4955 -0.3317 4.2797
H 6.2094 -0.7581 4.4316
H 5.0605 -1.9471 3.8257
H 7.6122 -0.7847 2.1373
H 6.6615 0.9204 -1.7408
```

* frontier orbital gap (alpha / beta): 6.7 / 4.7 eV
* 2S+1: 5
* total charge: +2

---

The following is a quantum chemistry calculation of an isolated ion of composition C7H13N2O4S and charge +1, from OMol25.

The geometry in XYZ format:
```
27
C7H13N2O4S | OMol25 | ωB97M-V/def2-TZVPD
C 4.4724 0.8792 -0.3655
C 3.2589 0.3569 0.3719
O 2.0845 0.9934 -0.1379
C 0.9089 0.2758 0.1162
C -0.2253 1.1687 -0.3521
O -1.4393 1.0663 0.4158
C -1.9222 -0.1783 0.6595
N -3.1340 -0.0181 1.4988
C -3.9125 -1.0479 1.5318
S -3.5065 -2.2780 0.4328
C -2.4861 -0.9954 -0.4946
O -1.5441 -1.6189 -1.2800
N -1.5640 -1.0269 -2.6484
O -0.7264 -1.4667 -3.2682
H 4.2611 0.9918 -1.4260
H 4.7962 1.8372 0.0346
H 5.2969 0.1780 -0.2503
H 3.1640 -0.7253 0.2562
H 3.3349 0.5938 1.4361
H 0.9306 -0.6799 -0.4229
H 0.8233 0.0477 1.1875
H -0.4497 1.0228 -1.4084
H 0.1043 2.1965 -0.2323
H -1.2597 -0.8382 1.2398
H -3.2874 0.8222 2.0431
H -4.7799 -1.1135 2.1757
H -3.1987 -0.4432 -1.1132
```

* frontier orbital gap: 8.0 eV
* 2S+1: 1
* total charge: +1

---

What did the first record say?
The following is a quantum chemistry calculation of a 4-piece molecular cluster, C14H37N4O3 overall, from OMol25.

The geometry in XYZ format:
```
58
C14H37N4O3 | OMol25 | ωB97M-V/def2-TZVPD
N 2.0605 2.8147 2.5084
C 1.7638 2.5607 1.0735
C 0.3824 1.9210 0.9337
C 0.2456 0.3804 1.0689
C 1.4007 -0.4043 1.6880
N 2.0052 -1.4058 0.7354
C 1.5764 -2.8034 0.9586
C 1.9655 -3.6413 -0.2401
C 1.2519 -3.1126 -1.4648
N 1.5634 -1.6673 -1.6148
C 2.1870 -1.0556 -0.5293
N 3.0499 -0.0353 -0.7522
H 2.9525 2.4092 2.7678
H 2.1853 3.8064 2.6704
H 2.5758 1.9411 0.6912
H 1.7455 3.5256 0.5627
H -0.0440 2.2080 -0.0340
H -0.2497 2.3985 1.6843
H -0.0504 -0.0554 0.1099
H -0.6280 0.2041 1.7015
H 2.1635 0.2221 2.1490
H 1.0398 -1.0429 2.4948
H 0.5115 -2.8659 1.1991
H 2.1381 -3.1515 1.8305
H 1.7142 -4.6891 -0.0724
H 3.0519 -3.5859 -0.3777
H 1.5378 -3.6439 -2.3717
H 0.1745 -3.2378 -1.3194
H 0.6987 -1.1657 -1.8174
H 3.9896 -0.1383 -0.4098
H 2.8141 0.7721 -1.3061
C -3.8946 -2.1696 1.3639
C -3.3672 -1.1200 0.4110
O -2.2209 -1.5957 -0.3165
H -3.1167 -2.4686 2.0695
H -4.7512 -1.7960 1.9228
H -4.2107 -3.0607 0.8177
H -3.0328 -0.2348 0.9521
H -4.1450 -0.8222 -0.2904
H -2.5030 -2.3676 -0.8175
C -8.0434 -0.1257 -1.8411
C -6.6258 -0.6181 -1.6295
O -6.5037 -1.4301 -0.4600
H -8.3811 0.4424 -0.9744
H -8.1078 0.5109 -2.7239
H -8.7278 -0.9659 -1.9774
H -5.9482 0.2228 -1.4804
H -6.2842 -1.1781 -2.5069
H -7.0891 -2.1856 -0.5728
C 4.7085 4.1818 -0.9612
C 6.1407 3.7177 -0.7817
O 6.2846 2.8607 0.3502
H 4.3650 4.6974 -0.0638
H 4.6122 4.8564 -1.8120
H 4.0445 3.3264 -1.1274
H 6.7980 4.5649 -0.5976
H 6.4964 3.2062 -1.6819
H 5.7300 2.0893 0.2111
```

* frontier orbital gap: 8.2 eV
* 2S+1: 1
* total charge: +1

---

- Look up the 2S+1 of the second one.
  5